No. 1
98
Properties=species:S:1:pos:R:3:forces:R:3 method="wB97M-V/def2-TZVPD" homo_energy_ev=-9.632 energy_ev=-55121.875 lumo_energy_ev=0.3852 smiles="NC(N)=O.NC(N)=O.NC(N)=O.NC(N)=O.CC(C)O.CCO.CCO.CCO.CCO.CCO.CCO" relative_energy_kj_mol=167.79 spin_multiplicity=1
N 0.6761 -2.7038 -1.1739 -0.3 -0.5 0.0
C 0.1902 -3.3677 -0.0736 -0.7 -2.1 -1.2
N 0.5011 -3.0273 1.2215 -1.2 -0.9 -0.8
O -0.4861 -4.4025 -0.3035 0.4 1.4 0.6
H 1.0766 -1.7821 -1.1812 -0.1 0.1 0.3
H 0.3121 -3.0870 -2.0605 0.5 0.5 0.9
H 0.9924 -2.1898 1.3441 0.6 1.5 0.2
H -0.3201 -3.1690 1.8109 0.5 0.1 0.0
N -0.6410 -1.6430 -4.1274 0.3 0.7 -0.4
C -0.4614 -0.9220 -5.3182 0.4 -0.3 -0.2
N -0.7592 -1.6216 -6.4916 0.0 0.1 1.5
O 0.0388 0.1912 -5.3825 -0.1 -0.2 0.3
H -0.5163 -1.1922 -3.2096 0.0 0.5 -1.0
H -1.4242 -2.2515 -4.1076 -0.6 -0.8 -0.1
H -1.2525 -2.4789 -6.4878 -0.3 -0.7 0.4
H -0.7169 -1.1995 -7.3835 0.2 0.9 -0.4
N 0.6377 2.7368 -3.8602 -1.1 0.6 0.4
C 1.4891 3.5938 -3.2876 0.8 0.6 -0.8
N 1.0541 4.8574 -3.0957 -1.9 0.3 0.0
O 2.6751 3.3845 -3.0874 1.2 -1.3 0.4
H -0.3710 2.7818 -3.7130 0.8 -0.1 -0.3
H 1.0110 2.0086 -4.4020 0.1 -1.4 -0.5
H 1.3766 5.2820 -2.2569 0.4 0.5 0.5
H 0.0640 4.9321 -3.2694 -0.1 0.6 0.2
N 2.9661 4.8019 0.0060 -1.0 0.0 -0.4
C 4.2911 4.6147 -0.0860 2.6 -0.9 -0.7
N 4.7613 3.5973 -1.0092 -1.5 1.5 0.7
O 5.0903 5.2627 0.5454 0.2 0.5 0.5
H 2.3939 4.0178 -0.1857 -0.6 -0.6 -0.3
H 2.6291 5.4258 0.7099 0.2 0.2 0.3
H 4.1762 3.6922 -1.8392 0.2 -0.4 -0.2
H 5.7223 3.8348 -1.2233 0.0 -0.1 0.1
C -3.4241 3.3916 4.7835 -0.7 -1.0 1.3
C -2.8176 3.4603 3.4176 1.0 -0.1 -1.6
C -3.7968 3.0288 2.2833 0.0 -0.4 1.4
O -2.4683 4.8398 3.1760 -0.1 -0.6 -0.5
H -2.7511 3.6281 5.6437 -0.3 0.3 -0.9
H -3.7137 2.3621 5.0257 -0.1 -0.1 -0.2
H -4.3635 3.9831 4.8517 0.8 -0.1 -0.1
H -1.8634 2.8303 3.2960 -1.3 0.7 0.5
H -4.7397 3.5760 2.4680 0.4 -0.1 -0.6
H -4.0305 1.9453 2.4118 0.2 0.7 -0.1
H -3.3675 3.1714 1.2811 -0.3 0.2 0.4
H -1.9622 5.0729 3.9486 0.3 0.5 0.3
C 3.5305 -2.0469 2.5690 0.1 0.5 0.6
C 3.8693 -1.5466 1.1711 -0.5 0.9 0.1
O 2.7694 -0.6923 0.7233 -0.1 -1.3 1.2
H 4.3887 -2.5226 3.0597 -0.1 -0.2 -0.4
H 2.6794 -2.7314 2.5705 0.2 0.0 0.0
H 3.3175 -1.1979 3.2557 -0.1 -0.3 -0.7
H 4.0900 -2.3569 0.4680 -0.3 0.0 0.1
H 4.7458 -0.9140 1.2269 0.4 0.1 0.0
H 2.9183 -0.3354 -0.1433 0.6 0.3 -0.9
C -3.4768 -6.3856 -2.0697 0.9 -0.9 -0.7
C -2.7263 -5.3252 -2.8048 -0.6 1.3 -0.2
O -2.6928 -4.0447 -2.0901 0.1 -1.5 -1.1
H -2.9122 -6.8674 -1.2986 0.4 0.2 0.9
H -3.5829 -7.2006 -2.7664 -0.5 -0.4 -0.5
H -4.4273 -6.0912 -1.7218 -1.1 0.5 0.4
H -3.1744 -5.2154 -3.8050 -0.4 0.7 0.5
H -1.7583 -5.6896 -3.0881 1.1 0.0 0.4
H -2.1333 -4.2447 -1.3214 0.3 0.3 0.1
C -0.3254 0.7605 4.5516 -1.4 -0.9 -0.7
C -0.2037 -0.5376 5.4011 0.4 1.5 -0.3
O -1.5444 -0.9922 5.6189 0.2 0.4 -1.0
H -0.8299 0.5497 3.5558 0.8 -0.1 1.1
H 0.6117 1.2279 4.3628 1.0 0.1 -0.2
H -0.9499 1.5302 4.9964 -0.1 -0.1 0.5
H 0.2976 -0.3256 6.3639 -0.3 0.0 -0.3
H 0.4833 -1.1937 4.8342 -0.7 -0.4 0.2
H -1.6016 -1.7138 6.2277 0.3 -0.7 0.6
C -4.4703 -2.4451 2.8601 1.0 -0.8 1.6
C -3.4851 -1.3273 2.4414 -0.9 -2.1 -2.0
O -2.1545 -1.6009 2.7847 0.0 0.2 1.0
H -5.5158 -2.1748 2.7891 -0.2 0.4 0.0
H -4.2339 -2.6996 3.9498 -0.6 0.3 -1.2
H -4.3784 -3.4052 2.2987 0.4 0.9 0.2
H -3.8497 -0.3535 2.6431 -0.1 1.1 1.1
H -3.4985 -1.3339 1.3622 0.1 0.0 -0.6
H -2.1265 -1.5415 3.7571 0.4 0.0 -0.1
C 4.9026 -0.5964 -2.9350 -1.1 0.1 -1.0
C 3.4692 -0.0455 -3.2164 2.2 -1.2 0.4
O 3.0017 0.6082 -2.0563 -0.6 0.2 0.0
H 5.5505 0.2216 -2.6591 0.3 0.1 0.4
H 5.2835 -1.0146 -3.8738 0.1 -0.1 0.2
H 4.8315 -1.3836 -2.1920 0.3 0.0 0.3
H 2.8513 -0.9126 -3.3787 -0.6 0.0 -0.5
H 3.5891 0.6028 -4.0854 -0.8 0.1 0.0
H 3.3194 1.5062 -2.1710 -0.2 0.7 0.4
C -0.3421 2.2986 -0.6060 -0.3 -0.3 -0.3
C -0.4981 0.7785 -0.6803 1.3 0.1 -0.4
O -0.0346 0.3814 -1.9899 -0.7 -0.3 0.4
H -0.9535 2.6572 -1.4475 0.5 0.3 0.1
H 0.7550 2.5135 -0.7556 -1.2 0.2 0.3
H -0.8008 2.7660 0.2815 0.6 -0.3 0.0
H -1.5293 0.4509 -0.5898 0.0 -0.1 0.1
H 0.1768 0.2818 0.0330 -0.6 0.1 0.3
H 0.9001 0.6034 -2.0196 0.5 0.1 -0.3

---

No. 2
94
Properties=species:S:1:pos:R:3:forces:R:3 method="wB97M-V/def2-TZVPD" homo_energy_ev="-11.474 / -11.467" total_charge=+1 energy_ev=-51371.828 lumo_energy_ev="-2.3328 / -8.8136" s_squared=0.755 spin_multiplicity=2
C 3.5187 0.3573 3.6839 -0.9 -0.4 -3.7
O 4.2372 -0.3952 4.5568 0.5 -0.2 2.5
H 2.5634 -0.0569 3.3615 -0.8 -0.5 0.7
H 3.2744 1.4121 3.8103 0.9 -0.1 1.1
H 4.0337 0.2345 2.7311 0.3 1.0 -0.7
H 4.3084 -1.2984 4.2393 -0.1 0.1 0.0
C 3.6559 -0.8023 -4.4039 0.1 -0.7 1.0
O 4.0412 0.0567 -3.3241 -0.3 0.8 -0.6
H 3.2241 -0.2720 -5.2526 0.2 0.3 0.2
H 4.5222 -1.3944 -4.6990 0.1 0.2 -0.3
H 2.9313 -1.5349 -4.0487 -0.3 0.0 0.0
H 3.7519 -0.3009 -2.4815 0.0 -0.6 -0.2
C -1.2046 4.5881 -0.1288 -0.3 0.9 -1.6
O -0.4141 3.8732 0.7563 0.7 -0.2 1.2
H -0.5123 4.9071 -0.9080 -0.4 -0.6 -0.6
H -2.0642 3.9953 -0.4416 0.1 -0.2 -0.6
H -1.6377 5.5569 0.1201 0.1 0.0 1.3
H -0.9789 3.3830 1.3582 0.0 -0.1 0.3
C 2.0439 6.0954 1.9086 -1.1 -0.4 0.3
C 1.2434 6.2530 3.2919 2.8 0.4 -2.0
O 2.1303 6.9495 4.1908 -1.2 -0.6 -0.1
O 2.8102 4.9139 1.8127 0.8 -0.7 0.7
H 2.7915 6.8734 1.7540 -0.5 0.3 0.2
H 1.3556 6.0078 1.0679 -0.4 0.7 -0.1
H 1.1046 5.2159 3.5972 -0.7 0.1 0.4
H 0.3299 6.8156 3.0993 0.1 -0.1 0.5
H 2.7748 6.2787 4.4280 0.3 0.2 0.2
H 2.2766 4.1468 2.0327 -0.2 0.0 -0.1
C 0.9435 -0.0026 -1.1744 -0.6 0.3 -1.0
C 1.3893 0.4883 0.2609 2.7 1.8 -0.3
O 1.6232 1.8968 0.3047 -0.9 -2.8 0.1
O -0.3156 0.4906 -1.4529 0.8 0.0 0.8
H 1.1814 -1.0417 -1.4017 -0.7 -0.4 0.5
H 1.5574 0.5315 -1.8996 1.1 0.8 0.2
H 2.4097 0.1315 0.4014 -0.2 -0.6 -0.2
H 0.7291 -0.0271 0.9585 -0.7 0.7 0.2
H 0.7747 2.3443 0.3411 -0.9 1.1 0.3
H -0.7680 -0.0494 -2.1051 -0.8 -0.6 -0.8
C -3.7283 0.5967 -5.1105 -0.4 0.3 0.1
C -2.5348 1.1758 -4.2912 -1.4 0.0 -1.5
O -1.6207 0.1288 -4.0794 0.9 -0.1 0.5
O -3.2835 0.0138 -6.3459 0.5 -0.1 0.9
H -4.5010 1.2808 -5.4612 0.2 0.9 0.8
H -4.2594 -0.1227 -4.4873 0.2 -0.4 0.1
H -2.8036 1.5771 -3.3140 -0.4 0.0 -0.2
H -2.1120 1.9640 -4.9141 0.3 0.2 0.2
H -1.1368 0.0571 -4.9054 0.2 -0.5 -0.1
H -4.0751 -0.4271 -6.6630 0.2 -0.2 -0.5
C 4.5873 -1.5151 -0.3946 -0.3 -1.3 1.3
C 4.2820 -2.3377 0.8650 0.7 1.0 0.8
O 4.2627 -3.7203 0.4983 0.3 1.0 -0.1
O 3.5412 -1.8767 -1.2521 -0.7 0.6 -1.3
H 5.5375 -1.8420 -0.8169 0.2 0.3 0.1
H 4.5947 -0.4430 -0.1980 0.0 0.0 0.0
H 3.3674 -2.0031 1.3547 -0.8 -0.2 -0.6
H 4.9858 -2.0061 1.6284 0.9 -0.9 0.1
H 3.9935 -4.2873 1.2247 0.0 0.1 0.1
H 3.6264 -2.8328 -1.2670 -0.4 -0.5 -0.3
C -0.1772 -3.9919 -1.5850 -0.8 0.6 0.7
C -1.4388 -5.0118 -1.4841 2.7 2.9 0.1
O -1.1501 -5.9386 -2.4320 -0.3 -2.2 -1.3
H 0.0619 -3.6192 -2.5810 -0.6 -0.7 -0.6
H 0.7875 -4.3627 -1.2386 -0.2 -0.5 0.4
H -0.3575 -3.0475 -1.0716 -0.2 0.1 0.7
H -2.3187 -4.4295 -1.7576 -0.2 -0.4 0.2
H -1.4921 -5.4892 -0.5057 -0.3 0.5 0.3
H -0.6721 -6.6340 -1.9744 0.1 -0.3 -0.4
C -3.4417 -1.9966 -0.1867 0.3 0.5 -0.3
C -4.7146 -1.6199 -0.9656 1.0 -0.7 -0.6
O -5.6762 -2.6689 -1.1064 0.2 0.5 1.2
H -3.5482 -2.0896 0.8941 -0.4 -0.5 -0.1
H -2.8213 -1.1047 -0.2744 0.2 0.4 0.0
H -2.8069 -2.7695 -0.6201 -0.5 -0.3 0.2
H -4.4008 -1.2983 -1.9586 0.1 0.0 -0.2
H -5.0185 -0.7048 -0.4572 -1.2 -0.2 0.0
H -5.8999 -2.8976 -2.0115 0.3 0.4 -0.1
C -0.4159 -2.6795 2.2898 -0.6 0.3 0.6
C -1.3817 -3.1359 3.3817 0.5 -1.1 -0.7
O -2.2319 -2.1115 3.8388 0.3 -0.2 0.1
H 0.0019 -3.5511 1.7859 0.1 0.2 -0.2
H 0.3594 -2.1137 2.8063 0.3 0.1 -0.3
H -0.9743 -2.0092 1.6364 0.2 -0.1 -0.4
H -0.7388 -3.5966 4.1318 -0.2 0.2 0.7
H -1.9742 -3.9817 3.0330 -0.4 0.3 -0.2
H -1.6637 -1.5269 4.3458 -0.2 0.3 0.2
C -2.8987 1.5225 3.4105 0.0 0.3 0.1
C -2.7951 1.7190 1.8578 -0.7 -0.6 1.7
O -1.5135 1.4010 1.3432 0.8 0.0 0.3
H -2.8137 0.5088 3.8020 -0.3 -0.3 -0.7
H -3.8393 1.9419 3.7675 -0.4 -0.3 -0.4
H -2.2382 2.0520 4.0972 0.8 0.5 -0.8
H -3.0853 2.7406 1.6122 0.1 0.2 0.0
H -3.5130 1.0556 1.3755 -0.3 0.0 0.1
H -1.5585 1.4376 0.3849 -0.1 -0.1 -0.2